Entry w
Density functional theory data (wB97M-V/def2-TZVPD) for 7 unconnected molecules or ions with the total composition C6H27NO6S.

Results
Orbital gap, eV: 9.19
Net charge: 0
Structure (SMILES): CCN[C@H](C)CCS.O.O.O.O.O.O

Element x y z (Å)
S -0.925 -2.012 -2.187
O -2.039 -3.494 1.905
O 2.832 -0.707 -3.116
O 1.478 2.659 -1.088
O -0.046 1.032 -3.482
O 1.525 3.072 2.399
O 3.505 0.371 -0.244
N -1.716 -0.394 1.838
C 0.567 -0.708 2.648
C -0.876 -0.574 3.101
C -1.312 0.688 0.958
C -0.531 -1.112 -0.766
C -1.955 2.014 1.203
C -1.398 0.174 -0.384
H -1.357 -2.796 2.063
H 1.483 3.165 3.291
H -0.109 0.810 1.098
H 0.526 -0.779 -0.740
H -0.429 -1.772 0.158
H 0.803 2.472 2.287
H -2.488 -0.193 -0.577
H -1.983 2.267 2.317
H -1.165 0.885 -1.299
H -2.688 -0.530 2.030
H 4.067 0.971 -0.736
H -1.016 1.020 -3.459
H -1.515 2.893 0.514
H 1.705 3.082 -1.851
H -0.228 -1.297 -3.047
H 0.243 1.547 -2.668
H -1.080 -1.505 3.751
H -3.047 1.878 0.990
H 0.780 0.110 1.925
H -0.979 0.298 3.814
H 1.244 -0.589 3.498
H 2.139 0.033 -3.415
H 2.255 -1.168 -2.411
H 0.836 -1.573 1.987
H 3.868 0.292 0.590
H 2.166 2.476 -0.481
H -2.231 -3.401 0.937

In the Löwdin picture, each atom carries the following charge in e: S 0.762; O -0.093; O -0.147; O 0.009; O -0.103; O 0.010; O -0.016; N -0.036; C -0.126; C -0.235; C -0.530; C -0.646; C -0.071; C -0.238; H 0.000; H -0.018; H 0.136; H 0.065; H 0.056; H -0.002; H 0.134; H 0.091; H 0.116; H 0.113; H 0.046; H 0.044; H 0.132; H -0.007; H -0.175; H 0.036; H 0.129; H 0.082; H 0.032; H 0.109; H 0.079; H 0.073; H 0.044; H 0.090; H -0.003; H 0.007; H 0.051

=====

Entry x
Density functional theory data (wB97M-V/def2-TZVPD) for 7 unconnected molecules or ions with the total composition C6H27NO6S.

Results
Orbital gap, eV: 8.33
Net charge: 0
Structure (SMILES): CN(C)CCCCS.O.O.O.O.O.O

Element x y z (Å)
S -3.387 -0.844 -0.661
O -2.961 2.590 -0.903
O -1.049 -0.146 2.053
O -4.040 1.137 2.068
O 2.199 2.518 -2.193
O -1.872 2.586 2.712
O 1.644 -1.400 3.086
N 2.537 -0.994 -0.762
C 0.157 -1.652 -0.286
C -1.824 -0.717 -1.465
C 1.157 -0.522 -0.509
C -0.738 -1.752 -1.496
C 3.341 -0.236 -1.775
C 3.320 -1.344 0.409
H -4.192 0.341 1.551
H 4.209 -1.914 0.028
H 2.611 -0.129 -2.571
H -1.392 0.229 -1.194
H 0.677 -2.569 -0.081
H -2.107 2.381 3.625
H -3.685 2.144 -1.421
H -3.331 3.470 -0.741
H 1.022 0.357 0.221
H -1.152 -2.753 -1.680
H 1.350 -0.615 2.583
H -1.857 0.415 2.087
H 2.065 3.047 -2.960
H -3.604 1.840 1.582
H 3.739 -0.452 0.948
H 2.719 -1.912 1.072
H -1.321 -0.898 2.574
H 0.887 0.068 -1.388
H 3.507 0.747 -1.399
H -1.104 2.159 2.352
H 2.582 -1.127 2.970
H 2.130 2.780 -1.288
H 4.276 -0.710 -2.133
H -0.182 -1.757 -2.521
H -2.149 -0.735 -2.567
H -0.524 -1.479 0.602
H -3.655 -2.153 -0.529

In the Löwdin picture, each atom carries the following charge in e: S 0.752; O -0.087; O -0.077; O -0.093; O -0.036; O -0.053; O -0.085; N -0.259; C -0.199; C -0.608; C -0.222; C -0.289; C -0.080; C -0.125; H -0.031; H 0.097; H 0.068; H 0.058; H 0.106; H 0.064; H 0.055; H 0.043; H 0.127; H 0.104; H 0.017; H 0.020; H 0.032; H 0.000; H 0.089; H 0.040; H 0.057; H 0.090; H 0.044; H 0.020; H 0.037; H 0.034; H 0.091; H 0.147; H 0.087; H 0.093; H -0.128

=====

Stability ranking, top and bottom: entry x is the most stable and entry w is the least stable.

=====

Entry w
Density functional theory data (wB97M-V/def2-TZVPD) for CH5N3O in the gas phase.

Results
Orbital gap (spin up / spin down), eV: 8.61 / 8.03
Net charge: 0
Spin multiplicity: 3
<S²>: 2.01

Element x y z (Å)
O -1.250 1.019 -0.236
N -0.680 -0.036 -0.473
N -0.988 -0.900 -1.481
N 1.093 0.639 1.032
C 0.449 -0.461 0.394
H -1.788 -0.537 -1.997
H 0.017 -1.115 1.159
H 1.135 -1.044 -0.222
H 0.393 1.241 1.460
H 1.620 1.194 0.364

In the Löwdin picture, each atom carries the following charge in e: O 0.023; N -0.411; N 0.186; N 0.016; C -0.248; H 0.056; H 0.117; H 0.112; H 0.071; H 0.078

=====

Entry x
Density functional theory data (wB97M-V/def2-TZVPD) for 2 unconnected molecules or ions with the total composition CH5N3O.

Results
Orbital gap (spin up / spin down), eV: 8.37 / 9.15
Net charge: 0
Spin multiplicity: 3
<S²>: 2.02

Element x y z (Å)
O 2.507 -0.326 -0.064
N 0.060 0.413 0.079
N 1.121 1.057 0.113
N -1.050 1.077 -0.054
C -0.033 -0.996 0.106
H -0.907 -1.284 -0.455
H 0.979 -1.331 -0.357
H -0.934 1.982 -0.375
H 0.113 -1.110 1.148
H -1.855 0.518 -0.140

In the Löwdin picture, each atom carries the following charge in e: O -0.237; N -0.436; N 0.114; N 0.117; C -0.019; H 0.091; H 0.093; H 0.090; H 0.096; H 0.090

=====

Stability ranking, top and bottom: entry w is the most stable and entry x is the least stable.

=====

Entry w
Density functional theory data (wB97M-V/def2-TZVPD) for C4H6INOS in the gas phase.

Results
Orbital gap, eV: 9.87
Net charge: 0
Structure (SMILES): C[C@@]1(I)CC(=O)N1S

Element x y z (Å)
I -2.712 0.204 -0.138
S 0.000 -2.308 1.271
O 1.048 -2.018 -1.777
N 0.057 -1.022 0.092
C 0.071 0.315 -1.452
C 0.538 -1.102 -1.228
C -0.043 1.349 1.009
C -0.521 0.317 -0.026
H -0.632 0.266 -2.165
H -0.295 1.049 2.017
H 0.993 1.514 1.097
H 0.847 1.062 -1.538
H 1.013 -1.948 2.066
H -0.365 2.324 0.772

In the Löwdin picture, each atom carries the following charge in e: I 0.798; S 0.804; O 0.121; N -0.441; C -0.081; C -0.503; C -0.102; C -0.826; H 0.049; H 0.076; H 0.067; H 0.132; H -0.154; H 0.061

=====

Entry x
Density functional theory data (wB97M-V/def2-TZVPD) for C4H6INOS in the gas phase.

Results
Orbital gap (spin up / spin down), eV: 7.55 / 7.50
Net charge: 0

Element x y z (Å)
I 0.965 -2.509 1.422
S -0.830 1.549 0.420
O -1.016 2.126 -0.915
N -2.637 -0.632 0.138
C 0.522 -1.395 -0.296
C 1.229 -0.126 -0.535
C -1.560 -0.103 0.234
C 0.913 0.946 0.514
H 0.126 -1.981 -1.102
H 0.957 0.258 -1.522
H -3.568 -0.249 0.244
H 1.033 0.555 1.525
H 1.548 1.822 0.380
H 2.317 -0.261 -0.507

In the Löwdin picture, each atom carries the following charge in e: I 0.786; S 0.889; O -0.524; N 0.111; C -0.647; C -0.397; C -0.332; C -0.359; H 0.022; H 0.114; H 0.081; H 0.054; H 0.091; H 0.110

=====

Stability ranking, top and bottom: entry w is the most stable and entry x is the least stable.